A) C5H11NS | ωB97M-V/def2-TZVPD

Values from the calculation:
Gap between HOMO and LUMO (spin up / spin down) in eV: 8.92 / 7.47
Charge: 0
LUMO (spin up / spin down) in eV: 0.2 / 0.1
HOMO (spin up / spin down) in eV: -8.67 / -7.37
2S+1: 1

Positions of all 18 atoms, in Å:
C 0.12960 -1.33965 -2.20777
C 0.53913 0.26093 0.86358
C 1.20981 -1.79274 -1.90441
C 2.40759 -2.36880 -1.36546
C -0.81527 2.55586 1.54840
N -2.88231 0.41810 0.45003
S -0.73169 0.77459 1.86605
H -3.17640 1.37660 0.62032
H -0.67274 -0.90784 -2.59226
H 0.74429 0.73950 -0.11268
H 1.06951 -0.49886 1.23105
H 2.33326 -2.28690 -0.26640
H 2.47812 -3.39215 -1.63518
H 3.31920 -1.97427 -1.83145
H -0.34786 3.17500 2.25954
H -0.23385 2.67066 0.68388
H -1.86059 2.73710 1.31681
H -3.50980 -0.14712 1.07595

Mulliken population analysis, charges in e, atoms 1 to 5: atom 1 (C): -0.064, atom 2 (C): -0.584, atom 3 (C): -0.095, atom 4 (C): -1.121, atom 5 (C): -0.736


B) C5H11NS | ωB97M-V/def2-TZVPD

Values from the calculation:
Gap between HOMO and LUMO in eV: 9.47
Charge: 0
LUMO in eV: 0.9
HOMO in eV: -8.59
2S+1: 1
SMILES: C=NC(C)(C)SC

Positions of all 18 atoms, in Å:
C 0.64389 -1.91369 -0.20346
C 1.37678 0.79624 1.25691
C 0.32086 1.66241 -0.80097
C -2.23542 -0.88497 -0.33256
C 0.46113 0.49286 0.13487
N 0.95352 -0.72628 -0.61086
S -1.32503 0.20536 0.85815
H 1.13833 -2.75236 -0.75214
H -0.03866 -2.26221 0.49594
H 0.84423 0.78029 2.20163
H 1.88409 1.72794 1.18092
H 1.98051 -0.09108 1.25225
H -0.38635 1.61360 -1.57274
H 1.29304 1.89323 -1.21585
H 0.05090 2.37020 -0.14638
H -3.01608 -0.23377 -0.62415
H -2.42181 -1.81316 0.00861
H -1.52392 -0.86461 -1.13015

Mulliken population analysis, charges in e, atoms 1 to 5: atom 1 (C): -0.362, atom 2 (C): -1.455, atom 3 (C): -1.570, atom 4 (C): -0.981, atom 5 (C): 1.091


Which one is most stable, and which one is least stable? B) is the most stable of them, while A) is the least stable.


A) FIn | ωB97M-V/def2-TZVPD

Values from the calculation:
Gap between HOMO and LUMO in eV: 7.68
Charge: +2
LUMO in eV: -19.2
HOMO in eV: -26.87
2S+1: 1

Positions of all 2 atoms, in Å:
In -30.44532 34.05185 -8.40112
F -31.65871 33.28334 -6.70405

How is the electron density shared among the atoms? According to Mulliken, the charges in e are: atom 1 (In): 2.098, atom 2 (F): -0.098


B) FIn | ωB97M-V/def2-TZVPD

Values from the calculation:
Gap between HOMO and LUMO in eV: 6.18
Charge: +2
LUMO in eV: -19.6
HOMO in eV: -25.82
2S+1: 1

Positions of all 2 atoms, in Å:
In 0.28189 0.09822 -1.40658
F -0.28189 -0.09822 1.40658

How is the electron density shared among the atoms? According to Mulliken, the charges in e are: atom 1 (In): 1.902, atom 2 (F): 0.098


Which one is most stable, and which one is least stable? A) is the most stable of them, while B) is the least stable.


A) C3H3F2N | ωB97M-V/def2-TZVPD

Values from the calculation:
Gap between HOMO and LUMO in eV: 10.08
Charge: 0
LUMO in eV: 1.1
HOMO in eV: -9.03
2S+1: 1

Positions of all 9 atoms, in Å:
C -0.88353 0.22321 -1.15473
C 0.42787 -0.15799 0.51766
C 0.59849 -1.18173 -0.66745
N -0.61284 0.67245 -0.03070
F 1.78493 -1.18115 -1.28838
F 0.27366 -2.45298 -0.40308
H -1.54436 0.47588 -1.94819
H 0.12289 -0.64377 1.44802
H 1.34436 0.40600 0.70159

Mulliken population analysis, charges in e, atoms 1 to 5: atom 1 (C): -0.127, atom 2 (C): -0.353, atom 3 (C): 0.516, atom 4 (N): -0.395, atom 5 (F): -0.246


B) C3H3F2N | ωB97M-V/def2-TZVPD

Values from the calculation:
Gap between HOMO and LUMO in eV: 12.49
Charge: 0
LUMO in eV: 0.5
HOMO in eV: -12.03
2S+1: 1
SMILES: N#CCC(F)F

Positions of all 9 atoms, in Å:
C 0.60601 -0.02110 -0.23760
C -0.29685 -0.91304 0.57388
C -1.59783 -0.16144 0.23155
H 0.20389 0.41405 -1.19016
H -0.26937 -1.90279 0.13435
H 0.13427 -0.81628 1.65870
N -2.53724 0.29271 -0.48552
F 0.92173 1.28876 0.37337
F 1.90315 -0.52992 -0.44128

Mulliken population analysis, charges in e, atoms 1 to 5: atom 1 (C): 0.132, atom 2 (C): -0.205, atom 3 (C): 0.247, atom 4 (H): 0.258, atom 5 (H): 0.288


Which one is most stable, and which one is least stable? B) is the most stable of them, while A) is the least stable.


A) C6H9N3O | ωB97M-V/def2-TZVPD

Values from the calculation:
Gap between HOMO and LUMO in eV: 9.75
Charge: 0
LUMO in eV: 0.6
HOMO in eV: -9.19
2S+1: 1
SMILES: CC(=O)Nc1nccn1C

Positions of all 19 atoms, in Å:
C 2.28246 -1.11525 0.75569
C 2.22792 0.01623 -0.24484
C -0.18247 -0.22033 -0.47308
C -1.75099 -1.58103 -0.35434
C -2.32942 -0.43659 -0.06057
C -1.30469 1.87846 0.16645
H 1.75724 -1.90874 0.32178
H 1.85259 -0.79187 1.76484
H 3.29801 -1.08455 1.22458
H 1.08318 0.89852 -1.38177
H -2.03418 -2.37882 -0.64995
H -3.35717 -0.24823 0.11760
H -2.32164 2.24201 0.73360
H -0.60782 2.29690 0.88602
H -1.27861 2.46831 -0.79586
N 1.04179 0.45557 -0.59036
N -0.43684 -1.51282 -0.63638
N -1.28011 0.51221 -0.10475
O 3.34075 0.51003 -0.67868

Mulliken population analysis, charges in e, atoms 1 to 5: atom 1 (C): -1.075, atom 2 (C): 0.639, atom 3 (C): 0.216, atom 4 (C): -0.767, atom 5 (C): -0.189


B) C6H9N3O | ωB97M-V/def2-TZVPD

Values from the calculation:
Gap between HOMO and LUMO (spin up / spin down) in eV: 8.26 / 6.94
Charge: 0
LUMO (spin up / spin down) in eV: -0.4 / -0.8
HOMO (spin up / spin down) in eV: -8.61 / -7.69
2S+1: 1

Positions of all 19 atoms, in Å:
C -0.98550 -1.21467 2.75325
C -1.21214 -0.88655 1.48581
C -0.65201 0.92097 2.57521
C 1.12515 0.76710 -0.97194
C 1.69782 -0.57901 -2.80904
C -1.21643 1.18777 0.14217
N -0.62768 -0.06448 3.41811
N -1.13655 0.47829 1.29319
N 0.69623 -0.04040 -1.86709
O -0.43328 -0.50203 -2.14106
H -1.06675 -2.21003 3.08382
H -1.41007 -1.47693 0.66389
H -0.42291 1.91313 2.59494
H 2.12730 1.01045 -0.65448
H 1.34299 -1.10707 -3.63647
H 2.35987 0.14612 -3.12646
H 2.36396 -1.16601 -2.33345
H -1.25765 2.26608 0.31617
H -1.29235 0.55728 -0.78656

Mulliken population analysis, charges in e, atoms 1 to 5: atom 1 (C): -0.376, atom 2 (C): -0.290, atom 3 (C): -0.098, atom 4 (C): -0.243, atom 5 (C): -1.277


C) C6H9N3O | ωB97M-V/def2-TZVPD

Values from the calculation:
Gap between HOMO and LUMO in eV: 9.44
Charge: 0
LUMO in eV: 0.6
HOMO in eV: -8.81
2S+1: 1

Positions of all 19 atoms, in Å:
C 1.57750 0.26027 3.88045
C 0.60644 0.79103 3.12142
C 2.01279 -0.29273 1.84070
C 0.19650 1.11936 0.75418
C -1.68353 0.85041 -2.25581
C 0.26737 -0.93089 -0.70854
N 2.42659 -0.47157 3.06769
N 0.84317 0.41721 1.78806
N 0.06954 0.47751 -0.34378
O -0.52951 1.20784 -1.48300
H 1.80432 0.09736 4.93230
H -0.04222 1.59397 3.48058
H 2.37926 -0.51548 0.84264
H -2.41426 0.53937 -1.49013
H -2.12270 1.79170 -2.84080
H -1.45918 -0.00948 -2.94152
H 1.35416 -1.14388 -0.79737
H -0.03488 -1.72652 0.10003
H -0.25607 -1.24646 -1.69529

Mulliken population analysis, charges in e, atoms 1 to 5: atom 1 (C): -0.299, atom 2 (C): -0.401, atom 3 (C): 0.166, atom 4 (C): -0.376, atom 5 (C): -0.580


Which one is most stable, and which one is least stable? A) is the most stable of them, while B) is the least stable.


A) C10H12N2O | ωB97M-V/def2-TZVPD

Values from the calculation:
Gap between HOMO and LUMO in eV: 8.18
Charge: 0
LUMO in eV: 0.0
HOMO in eV: -8.17
2S+1: 1
SMILES: Cc1cccc2c1N(N=O)CCC2

Positions of all 25 atoms, in Å:
C -2.89093 -0.09588 0.23693
C -1.61593 -0.86287 0.33767
C -1.51405 -1.59639 1.53775
C -0.33013 -1.89073 2.03032
C 0.96275 -1.58318 1.37435
C 0.80784 -0.49278 0.40963
C 2.23951 0.10281 0.12944
C 2.41809 0.80909 -1.22535
C 0.90654 1.46096 -1.23003
C -0.43258 -0.23611 -0.08522
H -3.44219 -0.04663 -0.93509
H -3.71217 -0.02452 1.06971
H -2.74415 1.01578 0.04109
H -2.58921 -1.64348 1.83810
H -0.07949 -2.27025 3.04219
H 1.84230 -1.51676 2.09396
H 2.32178 0.78617 0.92700
H 3.10696 -0.48642 0.32164
H 2.99985 0.10031 -2.04970
H 3.13734 1.60019 -1.08487
H 0.74805 2.24245 -0.47154
H 0.77987 1.85914 -2.14709
N -0.20366 0.66095 -1.09199
N -1.33880 0.66940 -2.05712
O -1.37757 1.43875 -3.01178

Mulliken population analysis, charges in e, atoms 1 to 5: atom 1 (C): -1.265, atom 2 (C): 0.839, atom 3 (C): -0.664, atom 4 (C): -0.447, atom 5 (C): -1.092


B) C10H12N2O | ωB97M-V/def2-TZVPD

Values from the calculation:
Gap between HOMO and LUMO in eV: 9.23
Charge: 0
LUMO in eV: 0.6
HOMO in eV: -8.62
2S+1: 1
SMILES: [H]/N=C(\N)Oc1ccc2c(c1)CCC2

Positions of all 25 atoms, in Å:
C 3.29259 -0.29528 0.04674
C 1.19871 0.46305 -0.51984
C 0.68173 1.69615 -0.19630
C -0.78383 1.74408 0.22036
C -1.48039 0.63316 -0.11273
C -2.94029 0.56642 0.58195
C -3.45112 -0.66900 -0.24114
C -2.09714 -1.42012 -0.37394
C -0.99943 -0.52670 -0.56873
C 0.35710 -0.73821 -0.32524
H 4.70140 0.71692 -0.91599
H 5.30162 -0.07381 0.50080
H 3.68800 -1.73644 1.20582
H 1.06472 2.68039 0.04740
H -1.33864 2.71055 0.35036
H -3.55686 1.66291 0.61244
H -2.95637 0.45817 1.59620
H -4.40156 -0.99201 0.35053
H -3.43034 -0.35849 -1.41286
H -2.20787 -2.29913 -1.27682
H -1.59893 -1.94778 0.67250
H 0.84329 -1.67081 -0.36312
N 4.65162 -0.03542 -0.39094
N 2.98421 -0.95900 1.23726
O 2.47781 0.39038 -0.72470

Mulliken population analysis, charges in e, atoms 1 to 5: atom 1 (C): 0.598, atom 2 (C): 0.558, atom 3 (C): -0.705, atom 4 (C): -0.556, atom 5 (C): 0.401


Which one is most stable, and which one is least stable? B) is the most stable of them, while A) is the least stable.


A) C8H11ClNOP | ωB97M-V/def2-TZVPD

Values from the calculation:
Gap between HOMO and LUMO in eV: 9.04
Charge: 0
LUMO in eV: -0.8
HOMO in eV: -9.89
2S+1: 1

Positions of all 23 atoms, in Å:
C 3.61224 -0.98297 0.27964
C 2.87114 -2.13394 0.09301
C 3.04724 0.22783 0.67040
C 1.47988 -2.08697 0.21635
C 1.63176 0.33873 0.73590
C 0.86769 -0.83044 0.49943
C -2.84068 1.13476 0.89318
C -1.52215 0.56206 -1.17019
N -1.68567 0.45768 0.27780
O -1.16890 -0.98344 2.39432
P -0.94111 -0.86157 0.97456
Cl -2.04567 -2.92102 -0.47671
H 4.77807 -0.96557 0.29044
H 3.42204 -3.02761 -0.28636
H 3.76890 1.03782 0.59482
H 0.72327 -2.91512 0.14876
H 0.99682 1.15576 1.04173
H -3.86231 0.54791 0.66420
H -2.77852 1.15640 1.94656
H -2.80805 2.24358 0.81169
H -1.13572 -0.41444 -1.62786
H -2.53363 0.67450 -1.64454
H -0.71690 1.34271 -1.34326

Mulliken population analysis, charges in e, atoms 1 to 5: atom 1 (C): -0.144, atom 2 (C): -0.480, atom 3 (C): -0.652, atom 4 (C): -0.215, atom 5 (C): -0.331


B) C8H11ClNOP | ωB97M-V/def2-TZVPD

Values from the calculation:
Gap between HOMO and LUMO in eV: 8.92
Charge: 0
LUMO in eV: 0.6
HOMO in eV: -8.33
2S+1: 1
SMILES: CN(CO)P(Cl)c1ccccc1

Positions of all 23 atoms, in Å:
C 0.35694 -2.20387 -2.64011
C 1.45358 -1.35301 -2.50865
C -0.67645 -2.15875 -1.71405
C 1.71321 -0.70816 -1.35182
C -0.38421 -1.55906 -0.43524
C 0.85278 -0.91887 -0.23234
C -1.78265 0.46498 1.64032
C -0.13098 2.58434 1.57577
N -0.38235 1.13977 1.48196
O 0.56756 2.76342 0.51975
P 1.26592 0.22929 1.19979
Cl 1.05306 -1.12852 2.57758
H 0.25790 -2.73402 -3.64196
H 1.89783 -0.92989 -3.39699
H -1.60846 -2.46275 -1.94839
H 2.31803 0.15819 -1.22164
H -1.21855 -1.58432 0.26120
H -1.93707 0.06035 0.62652
H -1.63899 -0.40201 2.40971
H -2.54467 1.13209 1.84158
H 1.24971 3.51856 0.42597
H -1.19779 2.87951 2.01877
H 0.51565 3.21274 2.51228

Mulliken population analysis, charges in e, atoms 1 to 5: atom 1 (C): -0.434, atom 2 (C): -0.359, atom 3 (C): -0.722, atom 4 (C): -0.493, atom 5 (C): -0.270


Which one is most stable, and which one is least stable? A) is the most stable of them, while B) is the least stable.